{"formula": "C43H61N8PSV", "method": "ωB97M-V/def2-TZVPD", "symbols": ["V", "N", "C", "C", "C", "C", "C", "C", "C", "C", "C", "C", "C", "C", "N", "C", "C", "C", "C", "N", "H", "H", "H", "H", "H", "H", "H", "H", "H", "H", "N", "C", "C", "C", "C", "N", "C", "C", "H", "H", "H", "H", "C", "C", "C", "C", "P", "N", "C", "C", "C", "C", "C", "C", "C", "C", "H", "H", "H", "H", "H", "H", "H", "H", "H", "H", "H", "H", "H", "H", "H", "H", "H", "H", "H", "H", "H", "H", "H", "H", "H", "H", "H", "C", "C", "C", "C", "N", "C", "S", "N", "C", "C", "C", "C", "H", "H", "H", "H", "H", "H", "H", "H", "H", "H", "H", "H", "H", "H", "H", "H", "H", "H", "H", "H"], "xyz": [[-1.1746, -0.2243, -0.9099], [-6.3547, 8.1759, 1.8521], [-5.7498, 7.2457, 1.5566], [-4.9963, 6.0645, 1.1847], [-5.4615, 4.8088, 1.5571], [-4.7503, 3.6774, 1.1941], [-3.5655, 3.7999, 0.4728], [-3.0976, 5.0607, 0.1117], [-3.8160, 6.1929, 0.4591], [-2.8194, 2.5722, 0.0813], [-3.4906, 1.6762, -0.7884], [-4.7435, 1.8122, -1.3687], [-4.9759, 0.6888, -2.1783], [-3.8522, -0.0948, -2.0816], [-2.9318, 0.4743, -1.2369], [-1.5427, 2.3813, 0.5640], [-0.8132, 3.2165, 1.4417], [0.4242, 2.6485, 1.6449], [0.4419, 1.4674, 0.8993], [-0.7207, 1.2664, 0.2539], [-6.3790, 4.7222, 2.1234], [-5.1132, 2.6981, 1.4812], [-2.1815, 5.1562, -0.4587], [-3.4720, 7.1754, 0.1662], [-5.4072, 2.6502, -1.2219], [-5.8512, 0.4736, -2.7694], [-3.6437, -1.0259, -2.5906], [-1.1910, 4.1261, 1.8841], [1.2230, 3.0100, 2.2717], [1.2556, 0.7613, 0.8299], [1.1374, -6.9826, -0.3070], [0.6896, -5.9272, -0.2497], [0.1357, -4.5930, -0.1787], [0.9077, -3.5466, 0.3025], [0.3533, -2.2856, 0.3306], [-0.9016, -2.0485, -0.1086], [-1.6589, -3.0834, -0.5447], [-1.1747, -4.3667, -0.5912], [1.9105, -3.7059, 0.6733], [0.9021, -1.4577, 0.7651], [-2.6759, -2.8617, -0.8429], [-1.8038, -5.1761, -0.9342], [-1.5888, 1.0916, -5.1114], [-0.2954, 1.7028, -4.5411], [0.5116, 2.3264, -5.6914], [-0.7417, 2.8199, -3.5709], [0.6265, 0.3765, -3.6261], [-0.2724, 0.0832, -2.2620], [2.2953, 0.9099, -3.0299], [2.1503, 2.3127, -2.4099], [3.3441, 0.9653, -4.1532], [2.8027, -0.0264, -1.9092], [0.6596, -1.2469, -4.5339], [1.1768, -1.1043, -5.9782], [1.5736, -2.2218, -3.7723], [-0.7380, -1.8928, -4.5704], [-2.1759, 1.9158, -5.5204], [-2.2023, 0.6056, -4.3496], [-1.4099, 0.3960, -5.9233], [-0.1473, 3.0237, -6.2150], [0.8533, 1.5997, -6.4242], [1.3669, 2.8990, -5.3432], [-1.5594, 3.3542, -4.0593], [0.0448, 3.5402, -3.3679], [-1.1253, 2.4472, -2.6224], [1.9445, 3.0778, -3.1506], [3.1088, 2.5572, -1.9474], [1.3855, 2.3606, -1.6311], [3.0573, 1.6160, -4.9761], [3.5896, -0.0145, -4.5516], [4.2622, 1.3744, -3.7246], [2.0125, -0.3791, -1.2469], [3.5094, 0.5400, -1.2990], [3.3292, -0.8918, -2.3004], [2.1713, -0.6686, -6.0387], [0.5078, -0.5286, -6.6100], [1.2377, -2.1066, -6.4096], [2.6220, -1.9509, -3.8321], [1.4667, -3.2008, -4.2426], [1.3011, -2.3304, -2.7185], [-1.3867, -1.4611, -5.3249], [-1.2617, -1.8557, -3.6104], [-0.6019, -2.9465, -4.8205], [-1.3956, -3.0922, 5.6466], [-0.2694, -2.8192, 6.6386], [-0.3300, -1.4191, 7.2418], [-0.0342, -0.3041, 6.2481], [1.3549, -0.3688, 5.7976], [1.8034, -0.6723, 4.5720], [0.7622, -0.9572, 3.2543], [3.1407, -0.7911, 4.4956], [3.9451, -1.0911, 3.3189], [5.0452, -2.0938, 3.6518], [4.5866, -3.5516, 3.6370], [3.4679, -3.8976, 4.6170], [-1.3585, -4.1202, 5.2825], [-1.3316, -2.4329, 4.7776], [-2.3727, -2.9461, 6.1148], [0.7011, -2.9676, 6.1517], [-0.3098, -3.5504, 7.4482], [0.3682, -1.3400, 8.0818], [-1.3239, -1.2373, 7.6613], [-0.2065, 0.6746, 6.6968], [-0.6581, -0.3780, 5.3595], [2.0498, -0.2485, 6.5195], [3.6613, -0.6415, 5.3465], [4.3606, -0.1650, 2.9161], [3.2705, -1.5057, 2.5684], [5.4831, -1.8469, 4.6271], [5.8546, -1.9614, 2.9309], [5.4523, -4.1859, 3.8362], [4.2686, -3.8000, 2.6166], [3.7505, -3.6467, 5.6438], [3.2487, -4.9657, 4.5939], [2.5398, -3.3678, 4.3882]], "forces_ev_per_a": [[0.1, 1.3, -0.7], [0.0, 0.0, 0.0], [0.2, -0.3, -0.1], [-0.2, 0.4, 0.1], [0.0, -0.1, 0.0], [-0.1, 0.1, 0.0], [0.1, -0.2, 0.0], [0.0, 0.1, 0.0], [0.1, 0.0, 0.0], [-0.4, 0.1, -0.1], [0.3, -0.3, 0.0], [-0.4, 0.1, -0.2], [-0.1, 0.2, 0.1], [0.4, 0.1, 0.2], [-0.3, -0.2, 0.0], [0.4, -0.4, -0.1], [0.0, 0.1, 0.1], [0.0, 0.1, 0.0], [-0.2, -0.1, -0.1], [-0.1, 0.5, 0.3], [0.0, 0.0, 0.0], [0.0, 0.0, 0.0], [0.0, 0.0, 0.0], [0.0, 0.0, 0.0], [0.0, -0.1, 0.0], [0.0, 0.0, 0.0], [0.0, 0.0, 0.0], [0.0, 0.0, 0.0], [0.0, 0.0, 0.0], [0.0, 0.0, 0.0], [0.0, 0.1, 0.0], [-0.1, 0.2, 0.1], [0.2, -0.5, -0.1], [0.0, 0.0, 0.1], [-0.3, -0.1, -0.1], [0.3, -0.9, 0.2], [0.2, 0.2, 0.1], [-0.1, 0.0, 0.0], [0.0, 0.0, 0.0], [0.0, 0.0, -0.1], [0.0, 0.1, 0.0], [0.0, 0.0, 0.0], [0.0, 0.1, 0.0], [-0.1, 0.1, 0.0], [-0.1, 0.0, 0.0], [0.0, 0.1, -0.1], [-0.5, 0.0, 0.2], [0.3, -0.5, -0.1], [0.1, 0.0, 0.2], [0.1, 0.0, 0.0], [0.0, 0.1, 0.1], [0.1, 0.0, 0.0], [0.0, -0.1, -0.1], [0.0, -0.1, 0.1], [0.0, -0.1, 0.0], [-0.1, -0.1, 0.0], [0.0, 0.0, 0.0], [0.1, 0.0, 0.0], [0.1, 0.0, -0.1], [0.0, 0.0, 0.0], [0.0, -0.1, 0.0], [0.1, 0.0, 0.1], [0.1, 0.0, 0.0], [0.0, 0.0, 0.0], [0.0, -0.1, 0.0], [0.0, 0.0, -0.1], [0.0, 0.0, 0.0], [0.0, -0.1, 0.0], [0.0, 0.0, 0.0], [0.0, -0.1, 0.0], [0.0, 0.0, 0.0], [-0.1, 0.1, 0.0], [0.0, 0.0, -0.1], [0.0, 0.0, 0.0], [0.0, 0.0, 0.0], [-0.1, 0.1, 0.0], [0.0, 0.0, 0.0], [0.1, 0.0, -0.1], [0.0, 0.0, 0.0], [0.0, 0.0, -0.1], [0.0, 0.0, 0.0], [0.1, 0.0, 0.0], [0.0, 0.0, 0.0], [0.0, 0.0, 0.0], [0.0, 0.0, 0.0], [-0.1, 0.0, 0.1], [0.1, -0.1, -0.2], [-0.2, 0.2, -0.1], [0.1, -0.2, 0.2], [0.2, 0.1, 0.1], [0.0, 0.2, -0.2], [-0.2, -0.1, 0.1], [0.1, 0.0, 0.0], [0.0, 0.0, -0.1], [0.0, 0.0, 0.0], [0.0, 0.0, 0.0], [0.0, 0.0, 0.0], [0.0, 0.0, 0.0], [0.0, 0.0, 0.0], [0.0, 0.0, 0.0], [0.0, 0.0, 0.0], [0.0, 0.0, 0.0], [0.0, 0.0, 0.0], [0.0, 0.0, 0.0], [0.0, 0.0, 0.0], [0.0, 0.0, 0.0], [0.1, 0.0, 0.0], [0.0, 0.0, 0.0], [0.0, 0.0, 0.0], [0.0, 0.0, 0.0], [0.0, 0.0, 0.0], [0.0, 0.0, 0.0], [0.0, 0.0, -0.1], [0.0, 0.0, 0.0], [0.0, 0.0, 0.0]], "e_tot_ev": -103301.77425, "multiplicity": 2, "total_charge": 2, "mol_weight_g_mol": 804.00, "s_squared": 0.77, "orbital_gap_ev": [6.1, 6.1]}



{"formula": "C6H12N", "method": "ωB97M-V/def2-TZVPD", "symbols": ["C", "C", "C", "C", "N", "C", "C", "H", "H", "H", "H", "H", "H", "H", "H", "H", "H", "H", "H"], "xyz": [[-0.5195, -2.1408, -1.8597], [-0.6347, -0.9992, -1.2322], [-1.2682, 0.3261, -1.1299], [-0.2805, -0.1585, -0.0972], [-0.7836, -0.4706, 1.2634], [1.2914, 0.7486, 0.0123], [1.3931, 1.5121, 1.3040], [0.1314, -2.9267, -1.5202], [-1.0799, -2.3262, -2.7596], [-0.9536, 1.1055, -1.8095], [-2.3188, 0.3916, -0.8767], [-1.7969, -0.3012, 1.3177], [-0.2986, 0.1542, 1.9319], [-0.5986, -1.4491, 1.5177], [2.0539, -0.0176, -0.0830], [1.2824, 1.3858, -0.8616], [0.5891, 2.2349, 1.4231], [2.3252, 2.0696, 1.2795], [1.4662, 0.8614, 2.1799]], "forces_ev_per_a": [[0.0, -0.2, -0.1], [-0.2, 0.4, 0.5], [-0.2, -0.1, -0.2], [3.5, 2.2, -0.2], [-0.1, -0.1, 0.2], [-3.0, -2.3, -0.1], [0.1, 0.0, -0.1], [0.2, -0.2, 0.2], [-0.1, 0.0, -0.2], [0.1, 0.1, 0.1], [-0.2, -0.1, 0.1], [0.3, -0.1, 0.1], [-0.3, -0.3, -0.1], [0.0, 0.3, 0.0], [0.1, 0.0, -0.1], [-0.1, 0.0, -0.1], [-0.1, 0.1, 0.1], [0.1, 0.1, 0.1], [0.0, 0.0, 0.1]], "e_tot_ev": -7897.60756, "smiles": "C=C1C[C@]1([NH3+])CC", "total_charge": 1, "mol_weight_g_mol": 98.17, "orbital_gap_ev": 10.6}



{"formula": "C2H8N2O", "method": "ωB97M-V/def2-TZVPD", "symbols": ["C", "O", "H", "H", "N", "C", "N", "H", "H", "H", "H", "H", "H"], "xyz": [[4.1737, -0.2898, 0.1695], [4.0360, 0.6432, -0.6463], [4.7556, -1.1738, 0.1213], [3.4027, -0.4234, 0.9991], [-1.9150, -0.4821, 1.1524], [-1.6845, -0.3604, -0.2823], [-2.1068, 0.9680, -0.8211], [-1.2103, 0.0612, 1.7577], [-2.7739, 0.0594, 1.3217], [-0.7462, -0.7505, -0.8302], [-2.4375, -0.9046, -0.6979], [-1.4592, 1.6956, -0.4284], [-2.0346, 0.9573, -1.8156]], "forces_ev_per_a": [[-3.7, 2.8, -1.2], [1.2, -2.9, 2.4], [1.7, -0.6, -0.8], [0.8, 0.7, -0.4], [1.8, 1.6, 1.1], [0.9, 1.5, -0.9], [1.5, 0.9, 2.1], [-1.0, -1.1, -1.5], [0.2, -0.5, -0.2], [-0.7, 0.6, 1.9], [-1.9, -2.3, -1.1], [-0.8, -0.7, -0.9], [0.2, 0.2, -0.7]], "e_tot_ev": -7229.31452, "smiles": "C=O.NCN", "total_charge": 0, "mol_weight_g_mol": 76.10, "orbital_gap_ev": 9.8}



{"formula": "C3H7N3O", "method": "ωB97M-V/def2-TZVPD", "symbols": ["C", "C", "C", "N", "N", "N", "O", "H", "H", "H", "H", "H", "H", "H"], "xyz": [[-1.0589, 1.0339, 0.4225], [-2.0710, -0.0711, 0.1797], [2.2281, -0.3819, -0.4556], [0.6275, -1.1658, 1.2635], [-1.8772, -0.9079, -0.7297], [1.1038, -0.4957, 0.4415], [0.1907, 0.7963, -0.1234], [-1.2505, 2.0201, -0.1463], [-1.2536, 1.2749, 1.5171], [-3.0774, -0.2992, 0.6098], [2.4946, -1.3221, -0.7032], [2.0367, 0.2183, -1.2374], [2.9112, 0.1439, 0.2754], [-1.0037, -0.8436, -1.3139]], "forces_ev_per_a": [[-1.7, 1.6, 1.0], [-0.3, -0.4, -1.7], [0.4, 1.1, 5.4], [-2.6, -3.7, 3.7], [0.6, -1.6, -1.8], [2.2, 3.7, -3.4], [-0.8, 0.7, 0.1], [-0.5, -1.4, 0.8], [1.5, 0.1, -0.9], [1.0, 1.3, 0.7], [1.5, -3.0, -1.0], [-0.9, 2.0, -2.6], [0.5, -0.7, -1.5], [-0.8, 0.4, 1.1]], "e_tot_ev": -9734.23522, "multiplicity": 3, "total_charge": 0, "mol_weight_g_mol": 101.11, "s_squared": 2.03, "orbital_gap_ev": [6.9, 7.7]}



{"formula": "C20H42N4O4", "method": "ωB97M-V/def2-TZVPD", "symbols": ["C", "C", "O", "C", "C", "N", "C", "C", "N", "C", "C", "C", "C", "C", "O", "C", "H", "H", "H", "H", "H", "H", "H", "H", "H", "H", "H", "H", "H", "H", "H", "H", "H", "H", "H", "H", "C", "O", "C", "C", "C", "N", "H", "H", "H", "H", "H", "H", "H", "H", "H", "H", "H", "C", "O", "C", "C", "C", "N", "H", "H", "H", "H", "H", "H", "H", "H", "H", "H", "H"], "xyz": [[4.7941, -3.3914, -2.9492], [3.9918, -2.1511, -3.2342], [2.7448, -2.5496, -3.8081], [2.0876, -1.5992, -4.5929], [1.2315, -0.7316, -3.7691], [0.5678, -0.0477, -3.1301], [1.2502, -2.2842, -5.6949], [2.1117, -3.2431, -6.3727], [2.7924, -3.9653, -6.9491], [-0.0565, -2.9512, -5.2424], [0.1094, -4.0638, -4.2180], [-1.1186, -4.9545, -4.1089], [-2.4295, -4.3039, -3.6747], [-2.3507, -3.4912, -2.3990], [-1.5941, -2.3020, -2.5212], [-2.3307, -1.2081, -3.0208], [4.1681, -4.1101, -2.4197], [5.6536, -3.1524, -2.3241], [5.1352, -3.8566, -3.8731], [4.5066, -1.4958, -3.9450], [3.8045, -1.5828, -2.3172], [2.8089, -0.9278, -5.0771], [1.0058, -1.5074, -6.4255], [-0.5307, -3.3510, -6.1434], [-0.7124, -2.1689, -4.8549], [0.3607, -3.6388, -3.2448], [0.9551, -4.6908, -4.5145], [-0.8940, -5.7623, -3.4055], [-1.2732, -5.4327, -5.0817], [-3.1508, -5.1058, -3.4890], [-2.8553, -3.7006, -4.4827], [-3.3606, -3.2654, -2.0328], [-1.8478, -4.0848, -1.6296], [-3.1121, -0.9108, -2.3111], [-2.8065, -1.4335, -3.9834], [-1.6389, -0.3786, -3.1526], [-0.4553, 2.6867, 2.6814], [-0.1440, 2.5543, 1.3092], [1.0723, 1.8959, 1.0189], [0.9909, 0.3656, 0.9990], [0.8783, -0.2701, 2.3813], [-0.0787, -0.1429, 0.1420], [0.4463, 2.8606, 3.2783], [-0.9714, 1.8093, 3.0789], [-1.1124, 3.5480, 2.7879], [1.3522, 2.2340, 0.0179], [1.8513, 2.2304, 1.7197], [1.9368, 0.0301, 0.5575], [-0.1357, -0.1817, 2.7728], [1.1092, -1.3331, 2.3201], [1.5627, 0.1929, 3.0952], [0.0764, 0.1658, -0.8140], [-0.9480, 0.2983, 0.4309], [-2.8244, 4.4531, 5.1144], [-1.5553, 3.9245, 5.4422], [-0.5877, 4.8645, 5.8646], [-0.6650, 5.2481, 7.3453], [-1.8289, 6.1697, 7.6935], [-0.6898, 4.0879, 8.2367], [-2.7317, 5.4431, 4.6556], [-3.4812, 4.5297, 5.9842], [-3.2812, 3.7738, 4.3951], [0.3772, 4.3822, 5.6873], [-0.6357, 5.7606, 5.2299], [0.2623, 5.7917, 7.5555], [-2.7677, 5.6172, 7.7455], [-1.6650, 6.6206, 8.6713], [-1.9408, 6.9686, 6.9582], [0.1557, 3.5392, 8.1182], [-1.4513, 3.4782, 7.9519]], "forces_ev_per_a": [[-0.1, -0.2, 0.0], [-0.2, 0.3, -0.1], [-0.1, -0.2, -0.2], [0.2, 0.0, 0.1], [-0.3, 0.2, 0.2], [0.3, 0.1, -0.1], [-0.1, 0.1, 0.2], [0.3, -0.1, -0.4], [0.0, 0.0, 0.1], [-0.1, 0.1, 0.0], [0.2, 0.1, 0.1], [0.0, -0.2, 0.0], [-0.2, 0.0, -0.2], [0.1, 0.0, 0.2], [0.0, 0.1, -0.1], [-0.2, 0.0, 0.1], [0.1, 0.0, 0.1], [0.0, 0.0, 0.0], [0.0, 0.0, 0.0], [0.1, 0.0, 0.0], [0.0, 0.0, 0.0], [0.1, -0.1, -0.1], [0.0, 0.0, 0.0], [0.0, 0.0, 0.0], [0.0, -0.1, 0.0], [0.0, 0.0, 0.0], [0.0, 0.0, 0.0], [0.0, 0.0, 0.0], [-0.1, -0.1, 0.0], [-0.1, 0.0, -0.1], [0.0, 0.1, 0.0], [0.0, 0.1, 0.0], [0.0, 0.0, 0.0], [0.0, 0.0, 0.0], [0.0, 0.0, 0.0], [-0.1, -0.1, 0.0], [0.0, 0.1, 0.0], [-0.1, 0.0, 0.0], [0.0, 0.0, 0.0], [0.0, -0.1, 0.0], [0.0, 0.0, 0.0], [0.0, 0.2, 0.0], [0.0, 0.0, 0.0], [0.0, 0.0, 0.0], [0.0, 0.0, 0.0], [0.0, 0.0, 0.0], [0.0, 0.0, 0.0], [0.0, 0.0, 0.0], [0.0, 0.0, 0.0], [0.0, 0.0, 0.0], [0.0, 0.0, 0.0], [0.0, -0.2, 0.0], [0.0, -0.1, 0.0], [0.0, 0.0, -0.1], [-0.1, 0.0, 0.1], [0.0, 0.0, 0.0], [0.0, 0.0, 0.1], [0.0, 0.0, 0.0], [0.0, 0.0, -0.1], [0.0, 0.0, 0.0], [0.0, 0.0, 0.0], [0.0, 0.0, 0.0], [0.0, 0.0, 0.0], [0.0, 0.0, 0.0], [0.0, 0.0, 0.0], [0.0, 0.0, 0.0], [0.0, 0.0, 0.0], [0.0, 0.0, 0.0], [0.0, 0.0, 0.0], [0.0, 0.0, 0.0]], "e_tot_ev": -35569.08500, "smiles": "CCO[C@H](C#N)[C@@H](C#N)CCCCCOC.COC[C@@H](C)N.COC[C@@H](C)N", "total_charge": 0, "mol_weight_g_mol": 402.58, "orbital_gap_ev": 9.4}